# 1
The following is a DFT calculation (ωB97M-V/def2-TZVPD) of a molecular structure, C18H34CoF5N4P.

Output
E_tot (eV): -85681.630
HOMO energy (alpha / beta) (eV): -6.82 / -6.95
Spin multiplicity: 2
⟨S²⟩: 0.840

Element x y z (Å)
Co1 -0.03284 0.73333 -0.60744
P1 -1.08506 -1.41829 0.73407
F1 1.11481 -0.31925 4.52237
F2 0.27567 0.93645 2.39186
F3 0.39411 -0.82227 -1.52308
F4 5.29680 -1.05453 2.49782
F5 4.49703 0.10775 0.30904
N1 -0.57599 2.59864 0.27393
N2 -2.19062 0.97100 -1.11371
N3 1.77746 1.16754 0.07035
N4 0.76309 1.85081 -2.51568
C1 1.52292 0.39011 2.33833
C2 3.60807 0.04538 1.32561
C3 2.30003 0.55285 1.16784
C4 -2.04591 -2.45199 -1.78724
C5 -1.92326 3.09273 -0.02885
C6 -2.05514 -1.29032 2.30948
C7 -0.10845 2.80361 -3.18450
C8 -2.28881 -2.40218 -0.27434
C9 4.03934 -0.58068 2.47891
C10 -2.81473 1.88218 -0.15025
C11 1.96353 -0.23535 3.47925
C12 -2.76043 -2.52962 2.86036
C13 2.68544 1.62473 -0.97317
C14 3.23762 -0.75323 3.58624
C15 0.84313 -3.40238 0.05142
C16 1.93389 2.52516 -1.94041
C17 0.15853 -2.68539 1.21575
C18 1.19718 0.85634 -3.50605
H1 -2.05667 -3.32857 3.09696
H2 -1.97248 -1.45999 -2.23216
H3 -2.79465 -0.49848 2.14409
H4 1.63430 1.36384 -4.37943
H5 2.61443 2.85322 -2.74018
H6 1.64177 -4.04567 0.42674
H7 -2.27882 1.30425 -2.06827
H8 3.15663 0.80664 -1.52497
H9 -3.83618 2.15965 -0.41609
H10 -2.31214 3.78628 0.71942
H11 0.40434 3.31705 -4.01073
H12 1.59186 3.42015 -1.41402
H13 0.14315 3.30045 0.16186
H14 -0.97164 2.28409 -3.60744
H15 -1.35777 -0.89382 3.05278
H16 -1.10291 -2.94070 -2.02197
H17 -2.62650 0.05768 -1.08319
H18 -3.29002 -2.28697 3.78415
H19 -2.30692 -3.42042 0.12433
H20 1.26296 -2.68702 -0.65558
H21 -2.85534 -2.99606 -2.27991
H22 -0.32826 -3.41367 1.86897
H23 0.13795 -4.03866 -0.48842
H24 0.90511 -2.15839 1.81571
H25 -1.90150 3.62096 -0.98223
H26 0.34711 0.25232 -3.81586
H27 1.92147 0.17789 -3.07180
H28 3.58880 -1.25057 4.47809
H29 -0.51457 2.27451 1.23487
H30 -2.84139 1.36887 0.81395
H31 3.49825 2.22324 -0.54981
H32 -0.45604 3.55877 -2.47984
H33 -3.49441 -2.92859 2.15857
H34 -3.27735 -1.97540 -0.06651

Atoms 1-6, force components in eV/Å:
Co -0.6 1.1 -0.1
P 0.0 0.2 0.3
F 0.0 0.0 0.0
F 0.0 0.0 0.0
F 0.0 -0.2 -0.1
F 0.0 0.0 0.0

Löwdin charges in e:
1. Co 0.452
2. P 0.973
3. F 0.077
4. F 0.017
5. F -0.458
6. F 0.085
7. F 0.069
8. N 0.006
9. N -0.003
10. N -0.054
11. N -0.295
12. C -0.177
13. C -0.140
14. C -0.170
15. C -0.159
16. C -0.221
17. C -0.407
18. C -0.104
19. C -0.400
20. C -0.226
21. C -0.226
22. C -0.247
23. C -0.152
24. C -0.221
25. C 0.047
26. C -0.144
27. C -0.199
28. C -0.374
29. C -0.095
30. H 0.060
31. H 0.038
32. H 0.056
33. H 0.091
34. H 0.126
35. H 0.070
36. H 0.089
37. H 0.106
38. H 0.118
39. H 0.118
40. H 0.093
41. H 0.106
42. H 0.091
43. H 0.083
44. H 0.062
45. H 0.056
46. H 0.047
47. H 0.069
48. H 0.079
49. H 0.052
50. H 0.070
51. H 0.067
52. H 0.058
53. H 0.061
54. H 0.098
55. H 0.084
56. H 0.073
57. H 0.130
58. H 0.078
59. H 0.102
60. H 0.123
61. H 0.064
62. H 0.058
63. H 0.072


# 2
The following is a DFT calculation (ωB97M-V/def2-TZVPD) of 2 unconnected molecules or ions with the total composition C18H34N2O5.

Output
E_tot (eV): -32421.411
HOMO energy (eV): -6.88
ΔE to the lowest compared entry with this formula, charge and spin (eV): 8.867

Element x y z (Å)
O1 1.29046 0.10236 1.39272
O2 -5.75428 -2.46849 3.35795
O3 1.06561 2.20245 2.74707
O4 0.92953 2.79117 -4.25267
O5 -6.40732 -1.74140 5.66984
N1 2.87001 0.53623 -3.35804
N2 0.31809 -1.45488 3.74978
C1 0.25330 -2.57707 6.44124
C2 -7.26427 -0.24129 3.79480
C3 4.51865 1.81449 -4.91643
C4 2.88208 -0.80863 -2.58873
C5 -3.26019 -3.08564 2.80769
C6 1.50512 1.62260 -1.45674
C7 2.75816 1.68115 -2.32318
C8 0.43881 0.06480 3.98993
C9 -6.41269 -1.57202 4.34101
C10 -4.45015 -2.80852 3.94711
C11 -1.04621 -1.68978 3.14400
C12 -1.80233 -3.06089 3.62767
C13 1.30977 1.73770 -5.12692
C14 1.66805 0.45601 -4.34954
C15 0.94880 0.85604 2.63342
C16 4.24454 0.58917 -4.06450
C17 0.46787 -2.05398 5.13001
C18 1.12945 4.08586 -4.81915
H1 0.33364 4.74542 -4.46508
H2 -4.46015 -3.78863 4.61579
H3 1.27753 0.26860 4.81423
H4 4.32858 -0.31300 -4.68216
H5 3.67243 -0.76932 -1.83292
H6 -1.80815 -0.81041 3.26832
H7 2.11931 2.05426 -5.78557
H8 -2.09077 -3.09807 4.76380
H9 4.16335 2.74894 -4.47894
H10 3.06942 -1.61364 -3.30224
H11 -4.01161 -1.93444 4.63045
H12 -3.27177 -2.14933 2.06757
H13 -3.42800 -4.09947 2.24063
H14 5.00018 0.53066 -3.27149
H15 -7.75547 -0.50442 2.74378
H16 3.64439 1.61020 -1.68069
H17 2.82289 2.63199 -2.85174
H18 1.12088 4.06950 -5.91301
H19 -8.11699 -0.03314 4.60035
H20 1.47163 2.50986 -0.81212
H21 -0.55531 0.52043 4.45541
H22 4.09723 1.69933 -5.91858
H23 -0.87369 -1.80420 1.96833
H24 0.44900 1.51964 -5.77019
H25 -1.23486 -4.03205 3.25309
H26 0.79833 0.14992 -3.75335
H27 5.59907 1.91835 -5.06527
H28 1.90287 -0.35105 -5.05360
H29 1.50742 0.75040 -0.79297
H30 -6.57519 0.72372 3.71213
H31 1.90557 -0.96083 -2.11643
H32 2.08625 4.47553 -4.46426
H33 0.58256 1.61238 -2.03970
H34 0.02856 -3.25455 7.39814

Atoms 1-6, force components in eV/Å:
O -1.9 3.3 6.3
O -0.3 2.8 3.6
O -0.7 -6.9 -0.4
O 0.1 -0.2 -0.4
O 0.5 0.5 -8.4
N 0.1 -0.7 0.0

Löwdin charges in e:
1. O -0.304
2. O -0.096
3. O -0.180
4. O -0.208
5. O -0.039
6. N -0.230
7. N -0.147
8. C 0.038
9. C -0.029
10. C -0.065
11. C 0.025
12. C -0.173
13. C -0.053
14. C -0.149
15. C -0.146
16. C -0.290
17. C -0.213
18. C -0.217
19. C -0.191
20. C -0.195
21. C -0.048
22. C -0.406
23. C -0.159
24. C -0.126
25. C -0.073
26. H 0.097
27. H 0.144
28. H 0.137
29. H 0.128
30. H 0.118
31. H 0.124
32. H 0.094
33. H 0.097
34. H 0.076
35. H 0.102
36. H 0.142
37. H 0.115
38. H 0.111
39. H 0.131
40. H 0.091
41. H 0.138
42. H 0.100
43. H 0.092
44. H 0.098
45. H 0.108
46. H 0.134
47. H 0.074
48. H 0.140
49. H 0.138
50. H 0.124
51. H 0.134
52. H 0.093
53. H 0.137
54. H 0.045
55. H 0.100
56. H 0.109
57. H 0.085
58. H 0.075
59. H 0.046


# 3
The following is a DFT calculation (ωB97M-V/def2-TZVPD) of 3 unconnected molecules or ions with the total composition C18H34N2O7P.

Output
E_tot (eV): -45802.455
HOMO energy (eV): -12.53
Net charge: +1

Element x y z (Å)
P1 0.24690 0.33983 0.60743
O1 -4.75448 3.34743 -3.49164
O2 -2.28452 -3.86523 -1.43107
O3 -3.21886 2.11677 -4.46744
O4 -1.39889 -4.63979 -3.28594
O5 -3.51369 -5.32725 -2.70794
O6 1.89904 -0.13019 0.33025
O7 -3.32833 2.12064 -2.17250
N1 -2.11313 -1.06608 1.52282
N2 -0.23410 3.67929 4.65760
C1 -0.87151 2.97602 1.97639
C2 -0.87658 3.88296 3.32843
C3 -3.72668 2.49060 -3.26591
C4 0.56818 2.43304 4.81078
C5 -0.70162 -1.30772 1.03477
C6 4.71468 -0.38197 1.73171
C7 0.01948 1.56192 2.06416
C8 2.81673 1.01565 0.28007
C9 4.41044 0.62857 0.47753
C10 4.29296 -1.95591 1.46143
C11 -2.50200 -4.67696 -2.49648
C12 0.70371 1.39246 3.56855
C13 5.21289 2.05117 0.83443
C14 4.10564 0.11531 3.18057
C15 -3.36990 -3.80528 -0.50783
C16 -2.12235 1.20863 -4.38415
C17 -5.38946 3.82694 -2.30795
C18 -1.48574 -5.45326 -4.45425
H1 -1.28308 1.66457 -3.84902
H2 4.88147 0.18755 -0.49894
H3 -1.49350 4.90248 3.22584
H4 -3.08702 -3.12825 0.30289
H5 -0.55027 -5.34703 -5.01026
H6 3.55220 1.14274 3.05824
H7 1.14440 2.19392 5.82350
H8 -1.43235 3.28497 0.97363
H9 5.97304 2.31867 -0.01850
H10 2.70164 1.48816 -0.80673
H11 -4.68094 4.38762 -1.68980
H12 3.31114 -0.67210 3.54654
H13 -0.34344 0.92159 -0.60709
H14 2.58859 1.87709 1.03730
H15 -6.19506 4.50309 -2.60688
H16 -1.60721 -6.50689 -4.18284
H17 -2.05366 -0.40205 2.33550
H18 4.48867 2.94463 1.04934
H19 5.90090 -0.39160 1.86700
H20 -1.79638 0.97803 -5.40210
H21 -5.82753 2.99835 -1.74218
H22 4.32545 -2.14402 0.30474
H23 5.84602 1.88001 1.82246
H24 -0.03515 -1.85312 1.85240
H25 4.92453 -2.70501 2.10117
H26 4.97478 0.26628 3.98364
H27 -2.42980 0.27536 -3.90137
H28 -4.26717 -3.40642 -0.99201
H29 -2.62941 -0.65502 0.71508
H30 -3.56670 -4.79303 -0.07864
H31 3.15928 -2.11936 1.78511
H32 -0.66656 -1.97993 0.05705
H33 -2.30758 -5.12034 -5.09630
H34 1.38188 0.43148 3.74743

Atoms 1-6, force components in eV/Å:
P 1.7 -1.0 1.2
O 1.1 -0.9 0.1
O 0.1 -0.3 -0.7
O -0.5 0.4 1.1
O -0.8 0.2 0.9
O 1.6 1.1 0.4

Löwdin charges in e:
1. P 1.062
2. O 0.001
3. O -0.034
4. O 0.001
5. O -0.017
6. O 0.121
7. O -0.335
8. O 0.073
9. N -0.033
10. N 0.011
11. C -0.008
12. C -0.087
13. C -0.559
14. C -0.056
15. C -0.333
16. C -0.360
17. C -0.271
18. C -0.226
19. C -0.267
20. C -0.106
21. C -0.560
22. C -0.024
23. C -0.083
24. C -0.102
25. C -0.049
26. C -0.052
27. C -0.047
28. C -0.047
29. H 0.090
30. H 0.146
31. H 0.125
32. H 0.062
33. H 0.096
34. H 0.061
35. H 0.133
36. H 0.108
37. H 0.092
38. H 0.149
39. H 0.096
40. H 0.070
41. H 0.081
42. H 0.104
43. H 0.100
44. H 0.102
45. H 0.081
46. H 0.083
47. H 0.142
48. H 0.100
49. H 0.099
50. H 0.086
51. H 0.092
52. H 0.129
53. H 0.093
54. H 0.105
55. H 0.095
56. H 0.104
57. H 0.085
58. H 0.106
59. H 0.068
60. H 0.122
61. H 0.101
62. H 0.079


# 4
The following is a DFT calculation (ωB97M-V/def2-TZVPD) of 2 unconnected molecules or ions with the total composition C18H34NO4.

Output
E_tot (eV): -28894.706
HOMO energy (alpha / beta) (eV): -8.12 / -9.16
ΔE to the lowest compared entry with this formula, charge and spin (eV): 1.598
Spin multiplicity: 2
⟨S²⟩: 0.754

Element x y z (Å)
O1 0.23856 -2.86305 -0.27477
O2 -1.88871 -0.92947 -0.71030
O3 4.07585 -0.72666 -2.03207
O4 -2.53040 2.37402 2.54423
N1 -1.97261 1.61424 1.68775
C1 -0.80193 -0.13100 -0.27777
C2 -1.03653 1.34729 -0.62013
C3 -1.35281 3.63616 0.37682
C4 -0.85311 0.79390 2.19900
C5 -2.91620 -1.19296 0.23415
C6 6.40535 -0.74850 -2.42966
C7 -0.42638 -0.30844 1.20759
C8 4.73268 -0.71514 -0.76148
C9 6.14381 -1.23076 -1.00504
C10 -4.20072 -1.56181 -0.52900
C11 -1.88837 2.19492 0.33316
C12 -3.32938 2.26973 -0.21757
C13 5.03725 -0.93030 -3.07215
C14 0.34042 1.68522 2.58005
C15 -1.35762 0.09889 3.47781
C16 -4.60775 -3.04106 -0.42693
C17 0.37976 -0.60531 -1.14832
C18 0.85033 -2.01039 -0.87899
H1 -3.30425 2.83730 -1.14769
H2 6.68324 0.30767 -2.42385
H3 -3.99310 2.73487 0.50287
H4 -0.56142 -0.55125 3.83844
H5 4.84550 -0.21920 -3.87593
H6 -5.51376 -3.14842 0.16749
H7 -1.04704 3.89622 -0.63726
H8 -3.10981 -0.33281 0.87280
H9 4.91550 -1.94371 -3.46868
H10 6.15894 -2.32207 -0.96878
H11 0.95230 1.16111 3.30857
H12 1.23567 0.05483 -1.00581
H13 -0.47598 3.73442 1.01145
H14 -0.05370 1.80690 -0.74259
H15 -3.83223 -3.65151 0.02638
H16 0.93294 1.97608 1.71298
H17 -0.01853 2.59901 3.05450
H18 4.74532 0.31258 -0.38194
H19 -1.61066 0.81955 4.24735
H20 4.16777 -1.33503 -0.06312
H21 -4.05745 -1.24824 -1.55969
H22 -4.84541 -3.43569 -1.41334
H23 -1.50932 1.39270 -1.60104
H24 0.66237 -0.34737 1.25685
H25 7.18787 -1.30353 -2.94401
H26 -3.67484 1.27089 -0.48053
H27 -5.01061 -0.95039 -0.12922
H28 0.08888 -0.51275 -2.19836
H29 6.85976 -0.85579 -0.27573
H30 -2.61022 -2.04978 0.83783
H31 1.86401 -2.24012 -1.25984
H32 -2.21927 -0.51698 3.22454
H33 -2.13666 4.31761 0.68779
H34 -0.75731 -1.27662 1.57120

Atoms 1-6, force components in eV/Å:
O 0.3 0.5 -0.2
O -0.4 0.2 0.1
O 0.0 0.0 0.0
O -0.3 -0.1 0.1
N 0.8 0.5 -0.1
C 0.5 0.0 -0.1

Löwdin charges in e:
1. O 0.064
2. O -0.082
3. O -0.163
4. O -0.003
5. N -0.153
6. C -0.436
7. C -0.044
8. C -0.020
9. C -0.462
10. C -0.203
11. C -0.169
12. C -0.044
13. C -0.211
14. C -0.168
15. C -0.204
16. C -0.466
17. C -0.011
18. C -0.202
19. C -0.021
20. C -0.025
21. C -0.095
22. C -0.077
23. C -0.224
24. H 0.092
25. H 0.114
26. H 0.086
27. H 0.090
28. H 0.117
29. H 0.065
30. H 0.089
31. H 0.105
32. H 0.118
33. H 0.115
34. H 0.087
35. H 0.119
36. H 0.073
37. H 0.122
38. H 0.067
39. H 0.081
40. H 0.087
41. H 0.118
42. H 0.082
43. H 0.112
44. H 0.107
45. H 0.066
46. H 0.136
47. H 0.127
48. H 0.112
49. H 0.069
50. H 0.101
51. H 0.142
52. H 0.112
53. H 0.117
54. H 0.114
55. H 0.085
56. H 0.084
57. H 0.111